Record 1
{
  "formula": "C9H12O9S",
  "method": "ωB97M-V with the def2-TZVPD basis set",
  "elements": ["O", "C", "O", "C", "O", "C", "C", "C", "C", "O", "C", "O", "H", "H", "H", "H", "H", "H", "H", "H", "C", "C", "O", "S", "O", "O", "O", "H", "H", "H", "H"],
  "coordinates": [[5.314770, -1.244101, -0.407908], [4.322344, -0.458476, -0.897099], [3.713560, -0.764225, -2.224586], [2.682818, 0.300286, -2.454226], [1.894323, 0.464315, -3.527929], [2.615132, 1.286733, -1.146614], [1.656406, 2.558692, -0.759423], [0.120329, 2.244297, -1.319123], [-0.534131, 0.866950, -0.714753], [-1.626320, 0.322990, -1.584618], [3.631558, 0.836100, -0.157056], [3.877148, 1.467362, 1.149191], [2.025194, 3.598976, -1.149920], [1.537960, 2.674610, 0.422499], [0.133850, 2.168858, -2.500068], [-0.598573, 3.140969, -1.011245], [-1.031355, 1.063386, 0.346317], [0.217343, -0.017272, -0.563133], [-1.158880, -0.114807, -2.366163], [4.496040, 2.248711, 0.929569], [-2.429352, -3.001696, 1.569470], [-3.809657, -2.518613, 1.132311], [-4.193515, -1.552930, 2.108472], [-2.858163, -0.792208, 2.654882], [-2.721254, 0.453354, 1.933106], [-2.844827, -0.871804, 4.097064], [-1.760173, -1.844049, 2.066708], [-2.505993, -3.727588, 2.385408], [-1.865448, -3.442598, 0.743098], [-4.539430, -3.330390, 1.085184], [-3.761703, -2.015832, 0.160590]],
  "forces_ev_per_a": [[-7.0, 5.5, -3.7], [4.9, -3.8, 3.2], [-1.4, 3.6, 2.3], [-3.5, 1.7, -3.0], [5.8, -1.8, 7.1], [3.1, -0.9, 3.4], [-1.6, -0.8, -0.1], [-0.3, 0.2, -0.3], [-0.3, -0.3, 0.6], [2.4, 0.1, -0.3], [-2.8, 0.6, -4.0], [1.0, -0.5, -4.1], [-0.5, -2.2, 0.4], [0.8, -0.6, -2.6], [0.0, 0.1, 2.5], [1.6, -1.9, -0.7], [1.0, -0.4, -2.4], [-0.9, 1.9, -0.3], [-0.9, 1.0, 1.5], [-1.3, -1.7, 0.6], [-0.4, -0.6, 0.1], [0.3, -0.1, -0.7], [0.9, 0.3, 0.7], [-0.1, 0.3, 0.2], [0.0, -1.5, 1.2], [-0.1, 0.4, -1.9], [-0.7, 0.8, 0.1], [0.0, 0.0, -0.1], [0.0, 0.3, 0.2], [0.0, 0.2, 0.2], [0.0, -0.1, 0.0]],
  "multiplicity": 1,
  "homo_lumo_gap_ev": 8.5,
  "charge": 0,
  "smiles": "O=C1OC(=O)C(CCCO)=C1O.O=S1(=O)OCCO1"
}


Record 2
{
  "formula": "C23H60ClN7NbO3P2",
  "method": "ωB97M-V with the def2-TZVPD basis set",
  "elements": ["C", "C", "C", "C", "C", "Nb", "C", "C", "O", "C", "N", "C", "Cl", "C", "C", "H", "H", "H", "H", "H", "H", "H", "H", "H", "H", "H", "H", "H", "H", "H", "H", "H", "H", "H", "H", "H", "H", "H", "H", "O", "P", "N", "C", "C", "N", "C", "C", "N", "C", "C", "H", "H", "H", "H", "H", "H", "H", "H", "H", "H", "H", "H", "H", "H", "H", "H", "H", "H", "O", "P", "N", "C", "C", "N", "C", "C", "N", "C", "C", "H", "H", "H", "H", "H", "H", "H", "H", "H", "H", "H", "H", "H", "H", "H", "H", "H", "H"],
  "coordinates": [[-1.281702, 2.011014, 0.325978], [-1.930098, 1.021959, 0.654546], [-2.748444, -0.061683, 1.466377], [-1.947738, -1.410024, 1.701220], [-0.493371, -1.223690, 2.317306], [-0.485290, -0.792585, 4.561459], [-0.795406, 1.455055, 4.245723], [-1.987906, 2.112698, 5.057781], [-3.275139, 1.483028, 4.833626], [-1.717266, 2.122714, 6.635457], [-2.516249, 3.253500, 7.213369], [1.768884, -0.400822, 4.658446], [2.605895, -0.439081, 2.989514], [2.642585, -1.354871, 5.606593], [1.845339, -2.272631, 6.622234], [-0.969178, 3.050817, 0.038547], [-3.042674, 0.340543, 2.487948], [-3.717342, -0.205909, 0.892405], [-2.622731, -2.073637, 2.336606], [-1.892261, -1.940841, 0.687325], [0.056468, -0.461382, 1.690658], [0.030336, -2.235316, 2.199723], [-0.575942, -0.544559, 6.384128], [-0.334280, -2.586676, 4.826877], [-2.302243, -1.030616, 4.570124], [-0.870700, 1.647195, 3.130454], [0.153367, 1.993229, 4.591241], [-2.103397, 3.201072, 4.751890], [-3.892334, 1.727900, 5.551089], [-2.115446, 1.147877, 7.040014], [-0.606581, 2.264712, 6.784370], [-3.505421, 2.984685, 7.281835], [-2.191940, 3.355475, 8.188073], [1.923066, 0.665896, 5.033274], [3.335293, -1.965206, 4.946106], [3.303877, -0.671431, 6.237992], [2.624512, -2.698185, 7.347952], [1.438292, -3.166036, 6.067179], [1.092293, -1.739421, 7.262914], [-1.390160, 4.685920, -2.289178], [-1.186770, 4.538313, -3.807738], [-1.113932, 6.235596, -4.059698], [-1.720712, 7.005101, -5.123945], [0.186238, 6.811703, -3.736180], [-2.782817, 3.906033, -4.017834], [-3.939377, 4.759109, -3.759261], [-2.972156, 2.628444, -3.316061], [-0.915039, 4.287264, -5.564822], [-1.967685, 4.032911, -6.538552], [0.163050, 3.307032, -5.777129], [-1.178667, 6.911973, -6.075195], [-1.737809, 8.067503, -4.860320], [-2.761795, 6.741469, -5.295249], [0.910449, 6.639689, -4.544982], [0.594661, 6.366858, -2.824410], [0.114590, 7.886952, -3.549625], [-3.850370, 5.320615, -2.825265], [-4.859136, 4.167569, -3.712519], [-4.100832, 5.457558, -4.581307], [-3.123656, 2.773935, -2.241562], [-2.097467, 1.983477, -3.446556], [-3.833586, 2.091505, -3.722811], [-2.419175, 3.042347, -6.424770], [-1.552214, 4.095299, -7.551167], [-2.757060, 4.782210, -6.497914], [-0.161989, 2.294517, -5.510829], [1.029059, 3.558487, -5.155806], [0.504138, 3.306769, -6.815985], [0.529890, -4.698536, -0.217932], [1.673473, -5.096958, -1.156044], [2.427873, -6.108859, 0.006455], [3.840859, -6.247455, 0.283039], [1.785198, -7.409993, 0.142383], [2.332642, -3.496866, -1.174581], [2.918451, -2.935422, 0.042525], [1.397220, -2.518275, -1.739527], [2.913619, -5.577752, -2.362270], [4.100336, -4.798579, -2.685640], [2.267576, -5.987085, -3.619266], [4.363179, -6.848136, -0.474940], [3.990787, -6.738789, 1.249639], [4.349374, -5.290378, 0.372684], [2.082219, -8.088069, -0.670891], [0.696247, -7.312722, 0.112955], [2.027245, -7.880023, 1.099704], [2.295723, -3.100122, 0.925046], [3.081185, -1.858209, -0.059281], [3.911606, -3.348430, 0.224118], [0.620945, -2.235117, -1.020343], [0.900756, -2.929598, -2.625370], [1.928763, -1.616598, -2.055794], [3.866829, -3.878243, -3.230628], [4.771274, -5.396697, -3.313772], [4.678785, -4.541273, -1.799479], [1.843894, -5.124625, -4.148223], [1.453868, -6.690602, -3.413389], [2.971279, -6.497518, -4.282863]],
  "forces_ev_per_a": [[-1.1, 0.1, -0.1], [-0.1, 0.3, 1.6], [0.6, 0.6, -0.5], [-0.5, -0.4, -1.0], [-1.0, -0.9, -0.6], [0.9, 1.1, -2.5], [-0.9, 0.7, 0.7], [0.7, 0.9, 0.6], [0.1, 0.1, 0.1], [-0.7, -0.2, -1.5], [0.7, -0.3, 0.8], [1.4, -0.1, 1.3], [-0.3, 0.3, 0.5], [0.2, 0.8, 0.4], [1.5, -0.8, 0.1], [-0.2, -1.9, 0.3], [0.6, 0.0, -1.3], [1.2, -0.1, 0.6], [1.0, 0.9, -0.6], [0.1, 0.6, 1.1], [-0.4, -0.7, 0.7], [-0.5, 1.3, 0.1], [-0.2, -0.2, 0.3], [-0.4, -0.4, 0.3], [0.1, -0.1, 0.3], [-0.1, -0.2, 1.2], [-1.2, -0.6, -0.4], [0.2, -1.0, 0.4], [0.7, -0.1, -0.6], [1.0, 0.7, -0.4], [-1.3, -0.1, 0.2], [0.6, 0.1, 0.0], [-0.5, 0.1, -0.6], [-0.1, -1.3, -0.7], [-0.9, 0.5, 0.9], [-0.6, -0.9, -0.8], [-0.9, 0.5, -0.8], [0.0, 1.2, 0.8], [0.6, -0.5, -1.1], [3.7, -2.0, -0.1], [-6.7, 3.9, 0.3], [0.3, 1.4, 0.4], [0.1, -0.4, -0.5], [0.1, -0.3, 0.5], [-1.3, -0.5, -0.6], [0.1, 0.3, 0.0], [0.3, 0.0, -0.1], [2.9, -2.0, -0.1], [-0.7, -0.3, 0.3], [0.3, 0.2, -0.1], [0.0, 0.0, -0.1], [0.2, -0.1, 0.2], [0.0, -0.2, 0.0], [0.1, 0.2, -0.1], [-0.1, 0.0, -0.1], [-0.1, -0.1, -0.1], [-0.1, 0.0, 0.0], [0.3, -0.2, 0.1], [0.1, 0.1, 0.0], [0.1, -0.1, 0.0], [0.0, 0.0, 0.1], [0.0, 0.1, -0.1], [-0.1, 0.0, 0.0], [0.4, 0.1, 0.2], [0.0, -0.1, 0.2], [0.1, -0.1, -0.2], [0.0, 0.0, 0.1], [-0.1, 0.0, 0.0], [-2.2, -2.0, -3.0], [4.2, 3.5, 5.5], [0.0, -0.8, 1.1], [0.3, 0.1, -0.6], [-0.6, 0.2, -0.1], [0.8, 1.0, -0.3], [0.0, -0.3, 0.3], [-0.1, -0.3, -0.2], [-2.0, -1.4, -2.6], [0.0, 0.7, 0.2], [0.1, -0.3, 0.0], [0.1, 0.0, -0.1], [-0.3, 0.0, -0.1], [-0.1, 0.1, -0.2], [0.1, -0.2, 0.0], [0.1, 0.1, 0.0], [0.1, 0.1, -0.1], [0.0, 0.1, 0.1], [-0.3, -0.1, -0.2], [0.0, -0.1, 0.1], [0.0, 0.0, -0.1], [0.0, 0.0, 0.0], [0.1, -0.1, 0.1], [0.1, 0.0, 0.0], [-0.3, -0.3, 0.0], [-0.3, 0.1, 0.0], [0.0, -0.1, -0.2], [0.0, 0.1, 0.0], [0.0, 0.1, 0.0]],
  "multiplicity": 1,
  "homo_lumo_gap_ev": 4.9,
  "charge": -1,
  "relative_energy_kcal_mol": 73.6
}


Calculated max |F| (Eh/bohr), listed in the same order as above: 0.1884 0.1509
Calculated HOMO energy (eV), listed in the same order as above: -10.36 -4.52
Calculated electronic energy (eV), listed in the same order as above: -38783.02660 -74032.31932